No. 1
DFT (wB97M-V/def2-TZVPD) results for C7H10N as an isolated structure in a non-equilibrium geometry.

## Properties
HOMO energy   -15.78 eV
Lowest unoccupied orbital energy   -2.603 eV
2S+1   1
Total charge   +1

CARTESIAN COORDINATES (ANGSTROEM)
C 0.889 -0.833 -0.944
C 1.133 0.319 -0.124
C -0.412 -1.012 -0.283
C -0.190 0.220 0.492
C 2.224 1.270 0.160
C -1.574 -1.773 -0.784
C -1.160 0.917 1.459
N -0.156 0.301 -1.056
H 1.439 -1.161 -2.019
H 1.883 2.176 -0.017
H 3.100 0.954 -0.484
H 2.502 1.112 1.295
H -1.616 -2.877 -0.508
H -1.777 -1.673 -1.770
H -2.339 -1.411 -0.221
H -0.635 1.007 2.350
H -2.041 0.449 1.369
H -1.269 2.015 1.085

=====

No. 2
DFT (wB97M-V/def2-TZVPD) results for C33H32N3O8PS2Zr as an isolated structure.

## Properties
HOMO energy   -8.13 eV
Lowest unoccupied orbital energy   -0.312 eV
2S+1   1

CARTESIAN COORDINATES (ANGSTROEM)
Zr -0.767 -0.584 0.256
O -2.209 5.548 -0.217
C -1.958 4.388 -0.068
C -2.778 3.200 -0.592
O -3.763 3.251 -1.299
C -2.068 2.027 -0.112
C -0.882 2.348 0.512
O -0.076 1.401 0.878
C -0.719 3.802 0.632
O 0.187 4.422 1.133
O -2.364 0.763 -0.294
C -5.048 -2.200 0.585
C -4.948 -3.543 0.246
C -3.725 -4.055 -0.126
C -2.604 -3.225 -0.162
N -2.717 -1.920 0.147
C -3.909 -1.432 0.526
C -1.251 -3.674 -0.542
C -1.010 -5.021 -0.820
C 0.243 -5.437 -1.231
C 1.247 -4.491 -1.374
C 0.998 -3.163 -1.060
C -0.238 -2.699 -0.602
H -5.981 -1.753 0.893
H -5.819 -4.185 0.275
H -3.634 -5.097 -0.390
H -3.927 -0.385 0.782
H -1.795 -5.758 -0.724
H 0.429 -6.481 -1.447
H 2.229 -4.788 -1.721
H 1.811 -2.469 -1.196
C 3.530 -0.981 -0.519
P 2.112 0.019 0.070
C 2.458 1.579 -0.812
C 2.672 0.398 1.762
H 4.454 -0.427 -0.338
H 3.451 -1.180 -1.588
H 3.581 -1.930 0.013
H 3.492 1.883 -0.637
H 1.795 2.365 -0.457
H 2.309 1.430 -1.882
H 3.689 0.795 1.738
H 2.652 -0.509 2.366
H 2.006 1.133 2.212
C 1.965 2.724 6.816
C 1.249 1.773 5.899
C 0.436 2.242 4.873
C -0.215 1.365 4.019
C -0.049 0.002 4.193
C 0.749 -0.494 5.219
C 1.391 0.394 6.061
S -0.796 -1.151 3.095
O -1.823 -0.422 2.307
O -1.242 -2.268 3.861
O 0.215 -1.497 2.036
H 1.685 3.757 6.612
H 3.047 2.639 6.695
H 1.737 2.509 7.861
H 0.308 3.308 4.731
H -0.843 1.742 3.225
H 0.851 -1.562 5.357
H 2.010 0.010 6.864
N -2.614 0.922 -2.995
C -1.336 0.769 -3.328
S -0.203 -0.104 -2.398
N -0.952 1.276 -4.517
C 0.397 1.295 -4.989
C 0.779 0.490 -6.048
C 2.088 0.540 -6.507
C 3.007 1.381 -5.897
C 2.616 2.185 -4.834
C 1.307 2.151 -4.384
H -2.869 0.689 -2.037
H -3.163 1.641 -3.442
H -1.675 1.562 -5.159
H 0.059 -0.182 -6.499
H 2.391 -0.087 -7.335
H 4.029 1.413 -6.251
H 3.330 2.847 -4.360
H 0.979 2.775 -3.562

=====

No. 3
DFT (wB97M-V/def2-TZVPD) results for C43H64BCuN6O2S2 as an isolated structure.

## Properties
HOMO energy (alpha / beta)   -10.96 / -10.95 eV
<S²>   0.75
Lowest unoccupied orbital energy (alpha / beta)   -1.741 / -3.403 eV
2S+1   2
Total charge   +1

CARTESIAN COORDINATES (ANGSTROEM)
Cu -0.097 0.050 -0.341
C -3.518 -3.889 -0.874
C -2.243 -3.050 -0.809
C -2.098 -2.202 -2.065
C -2.235 -2.198 0.426
C -2.792 -2.475 1.681
C -2.589 -1.334 2.440
C -2.987 -1.056 3.859
C -2.019 -1.742 4.825
C -4.426 -1.487 4.128
N -1.906 -0.458 1.681
N -1.697 -0.983 0.448
B -1.606 1.044 1.909
N -2.035 1.785 0.614
N -1.368 1.528 -0.548
C -1.929 2.237 -1.524
C -2.996 2.958 -0.986
C -3.051 2.633 0.357
C -4.075 3.200 1.307
C -3.523 4.446 2.003
C -4.727 2.250 2.311
C -1.480 2.233 -2.958
C -1.146 3.662 -3.399
C -0.306 1.309 -3.228
N -0.100 1.291 2.193
N 0.813 1.158 1.181
C 1.937 1.749 1.587
C 1.779 2.208 2.897
C 0.480 1.896 3.251
C -0.193 2.154 4.569
C -0.373 3.655 4.795
C 0.608 1.522 5.706
C 3.089 2.030 0.664
C 2.869 3.398 0.010
C 4.435 2.006 1.381
H -3.525 -4.500 -1.778
H -4.400 -3.247 -0.891
H -3.607 -4.560 -0.020
H -1.392 -3.736 -0.742
H -2.924 -1.492 -2.151
H -2.104 -2.833 -2.954
H -1.168 -1.636 -2.067
H -3.326 -3.360 1.977
H -2.912 0.021 4.021
H -2.080 -2.826 4.713
H -2.267 -1.497 5.858
H -0.988 -1.433 4.635
H -4.541 -2.565 4.002
H -5.123 -0.994 3.451
H -4.710 -1.242 5.151
H -2.239 1.444 2.820
H -3.666 3.620 -1.508
H -4.875 3.521 0.634
H -2.694 4.178 2.658
H -4.295 4.916 2.613
H -3.158 5.177 1.282
H -4.108 2.081 3.189
H -4.968 1.283 1.867
H -5.658 2.703 2.657
H -2.337 1.890 -3.549
H -0.301 4.047 -2.824
H -1.987 4.337 -3.252
H -0.876 3.681 -4.455
H 0.575 1.626 -2.670
H -0.050 1.329 -4.289
H -0.524 0.267 -2.980
H 2.511 2.710 3.504
H -1.178 1.688 4.547
H 0.594 4.160 4.826
H -0.882 3.844 5.741
H -0.957 4.107 3.995
H 1.602 1.965 5.778
H 0.730 0.449 5.555
H 0.103 1.680 6.660
H 3.066 1.275 -0.121
H 2.858 4.187 0.763
H 1.917 3.430 -0.523
H 3.669 3.618 -0.699
H 4.490 2.802 2.126
H 5.246 2.173 0.671
H 4.613 1.066 1.897
O 1.744 -0.099 -1.438
S 2.815 -0.491 -2.417
C 3.621 -1.928 -1.677
C 4.413 -1.584 -0.417
C 3.617 -1.424 0.878
C 2.912 -2.705 1.336
S 1.128 -2.446 1.395
O 0.769 -2.070 -0.025
C 0.657 -4.146 1.609
C 0.337 -4.572 2.889
C -0.021 -5.898 3.090
C -0.069 -6.772 2.014
C 0.250 -6.331 0.734
C 0.623 -5.014 0.527
C 2.040 -1.311 -3.786
C 2.321 -0.832 -5.055
C 1.717 -1.432 -6.153
C 0.840 -2.488 -5.964
C 0.558 -2.953 -4.683
C 1.158 -2.366 -3.584
H 4.286 -2.307 -2.456
H 2.840 -2.669 -1.494
H 4.998 -0.677 -0.591
H 5.147 -2.384 -0.278
H 2.892 -0.614 0.774
H 4.313 -1.116 1.658
H 3.204 -3.005 2.344
H 3.092 -3.553 0.671
H 0.356 -3.871 3.712
H -0.270 -6.244 4.084
H -0.355 -7.803 2.170
H 0.208 -7.019 -0.100
H 0.867 -4.650 -0.464
H 2.999 0.001 -5.187
H 1.928 -1.072 -7.150
H 0.369 -2.954 -6.819
H -0.131 -3.776 -4.550
H 0.939 -2.703 -2.577

=====

No. 4
DFT (wB97M-V/def2-TZVPD) results for an isolated ion of composition CH3BNO4 and charge -1 in a non-equilibrium geometry.

## Properties
HOMO energy   -4.22 eV
Lowest unoccupied orbital energy   3.696 eV
2S+1   1
Total charge   -1

CARTESIAN COORDINATES (ANGSTROEM)
B -0.115 0.156 0.028
C 2.688 -0.063 -0.130
N -0.643 1.282 0.440
O 2.565 0.886 -0.807
O 3.500 -0.808 0.318
O -0.717 -0.819 -0.839
O 1.230 -0.375 0.754
H -0.257 1.873 1.143
H -1.581 -0.446 -0.699
H 1.219 -1.284 0.874

=====

No. 5
DFT (wB97M-V/def2-TZVPD) results for a 2-piece molecular cluster, C4H9NO2 overall.

## Properties
HOMO energy   -8.72 eV
Lowest unoccupied orbital energy   -0.298 eV
2S+1   1

CARTESIAN COORDINATES (ANGSTROEM)
N -0.385 2.076 0.480
C 0.029 1.795 -0.782
O 0.500 2.610 -1.545
C -0.164 0.301 -1.190
C 0.755 -0.491 -0.340
C 0.250 -0.893 0.976
O -1.097 -0.547 1.323
H -0.393 3.044 0.763
H -0.897 1.380 1.012
H -1.233 0.075 -1.062
H 0.116 0.258 -2.244
H 0.765 -2.820 -1.662
H 1.122 -2.219 -1.387
H 0.404 -1.982 1.053
H 0.966 -0.443 1.686
H -1.266 -0.851 2.224

=====

No. 6
DFT (wB97M-V/def2-TZVPD) results for a 2-piece molecular cluster, CH9N3 overall in a non-equilibrium geometry.

## Properties
HOMO energy   -9.12 eV
Lowest unoccupied orbital energy   1.135 eV
SMILES   NCN.N
2S+1   1

CARTESIAN COORDINATES (ANGSTROEM)
N -1.332 1.576 0.439
C -2.600 2.013 0.936
N -3.722 1.008 1.394
H -0.560 2.239 0.611
H -1.152 0.790 0.962
H -2.460 2.711 1.795
H -3.252 2.519 0.274
H -3.390 0.050 1.470
H -4.452 0.958 0.660
N 5.775 -3.799 -2.097
H 6.275 -3.137 -1.439
H 4.754 -3.449 -2.009
H 6.116 -3.479 -2.995

=====

No. 7
DFT (wB97M-V/def2-TZVPD) results for one molecule with the formula C2H4N4O2 in a non-equilibrium geometry.

## Properties
HOMO energy   -7.78 eV
Lowest unoccupied orbital energy   0.116 eV
SMILES   O/N=c1/[nH]nc(O)[nH]1
2S+1   1

CARTESIAN COORDINATES (ANGSTROEM)
O 0.295 0.803 -2.458
N 1.135 0.032 -1.608
C 0.684 -0.142 -0.419
N 1.247 -0.866 0.621
N 0.339 -0.939 1.750
C -0.778 -0.409 1.156
O -1.791 -0.155 2.081
N -0.579 0.236 0.016
H 1.000 1.480 -3.155
H 2.402 -0.784 1.021
H -2.454 0.695 1.820
H -1.500 0.049 -0.825

=====

No. 8
DFT (wB97M-V/def2-TZVPD) results for C23H21BClF4MnN8O4P as an isolated structure.

## Properties
HOMO energy (alpha / beta)   -8.22 / -7.61 eV
<S²>   0.78
Lowest unoccupied orbital energy (alpha / beta)   -0.300 / -0.308 eV
2S+1   2

CARTESIAN COORDINATES (ANGSTROEM)
Mn 0.460 -0.400 1.121
C -2.791 3.618 -0.741
N -2.422 2.293 -0.278
C -3.292 1.289 0.040
C -2.538 0.238 0.478
N -1.221 0.589 0.427
C -1.169 1.833 -0.025
P 0.345 2.820 -0.138
C 1.374 1.551 -0.950
N 1.464 0.293 -0.552
C 2.339 -0.326 -1.400
C 2.772 0.572 -2.329
N 2.153 1.760 -2.040
C 2.359 3.016 -2.741
C 0.919 2.520 1.562
N 0.910 1.322 2.116
C 1.376 1.457 3.389
C 1.665 2.773 3.609
N 1.370 3.442 2.449
C 1.590 4.857 2.212
H -3.808 3.581 -1.123
H -2.128 3.936 -1.543
H -2.745 4.343 0.072
H -4.356 1.404 -0.071
H -2.847 -0.727 0.839
H 2.605 -1.365 -1.296
H 3.457 0.474 -3.153
H 2.800 2.802 -3.711
H 3.029 3.667 -2.182
H 1.408 3.522 -2.891
H 1.466 0.606 4.040
H 2.047 3.287 4.474
H 1.438 5.400 3.142
H 0.880 5.221 1.474
H 2.604 5.038 1.855
O 3.739 -5.044 0.292
C 2.689 -5.152 -0.496
O 2.565 -6.045 -1.298
C 1.655 -4.077 -0.393
C 0.523 -3.975 -1.183
Cl -0.069 -4.962 -2.426
N -0.156 -2.866 -0.813
N 0.485 -2.237 0.182
C 1.555 -2.959 0.463
C 2.458 -2.378 1.518
O 3.440 -3.018 1.904
O 2.084 -1.234 1.915
C -1.375 -2.355 -1.362
C -2.582 -2.845 -0.893
C -3.760 -2.350 -1.432
C -3.722 -1.373 -2.417
C -2.502 -0.887 -2.871
C -1.319 -1.384 -2.347
H 3.738 -4.197 0.843
H -2.596 -3.583 -0.103
H -4.709 -2.727 -1.074
H -4.644 -0.990 -2.835
H -2.470 -0.131 -3.645
H -0.358 -1.024 -2.693
F -0.513 -0.931 2.795
B -1.674 -1.821 3.032
F -2.740 -0.991 3.356
F -1.334 -2.692 4.033
F -1.922 -2.479 1.817

=====

ΔE to the lowest compared entry with this formula, charge and spin / kJ/mol: 447.4, 0.0, 9.9, 23.1, 488.9, 108.3, 523.3, 0.0
Energy / eV: -8898.956, -87835.942, -125650.191, -11445.735, -9874.993, -5652.129, -12188.064, -108989.973